Version P
Entry from the OMol25 dataset: an isolated molecule of C7H9N (the ωB97M-V functional and the def2-TZVPD basis).

Last column: Löwdin charge in e.
Positions of all 17 atoms, in Å:
N  -1.62349  0.64180  -0.17654  -0.0575
C  -0.28149  0.32872  -0.06082  -0.2633
C  2.47301  -0.27846  0.03126  -0.0952
C  1.58224  -1.31401  -0.05249  -0.1225
C  2.07497  1.09647  -0.02384  -0.1042
C  0.79235  1.35368  -0.00977  -0.0502
C  0.25224  -0.96322  -0.08694  -0.0805
C  -2.65006  -0.32047  0.06918  -0.1245
H  -1.77928  1.76476  0.06046  0.2049
H  1.99049  -2.38937  -0.10899  0.1359
H  0.37067  2.53206  -0.06581  0.1598
H  2.62589  1.81165  0.10407  0.0115
H  -2.65948  -0.82365  1.02240  0.0867
H  -0.40940  -1.85918  -0.13675  0.1090
H  3.51002  -0.55706  0.05031  0.0869
H  -3.66014  0.06636  -0.10918  0.0976
H  -2.60852  -1.09009  -0.50656  0.0058

Summary:
- HOMO level: -7.62 eV
- LUMO energy: 0.99 eV
- SMILES: CNc1ccccc1

Version Q
Entry from the OMol25 dataset: an isolated molecule of C7H9N (the ωB97M-V functional and the def2-TZVPD basis).

Last column: Löwdin charge in e.
Positions of all 17 atoms, in Å:
N  1.57998  -0.66679  -0.13644  -0.0547
C  -1.59270  1.29432  -0.06208  -0.0983
C  0.21829  -0.32159  -0.04816  -0.3129
C  -2.55284  0.26356  0.05434  -0.0994
C  2.67758  0.25691  0.04473  -0.1157
C  -2.02863  -1.06076  0.01950  -0.1228
C  -0.18977  0.99782  -0.07709  -0.0578
C  -0.72734  -1.35842  -0.00689  -0.0970
H  -0.44051  -2.33605  -0.18468  0.0806
H  -1.75214  2.38390  -0.00754  0.0988
H  -3.49187  0.67563  0.01896  0.0586
H  2.67384  1.05854  -0.54005  0.0202
H  1.73030  -1.82479  0.10696  0.2235
H  -2.87601  -2.06492  -0.01828  0.1792
H  0.59954  1.97448  -0.21603  0.1647
H  3.53221  -0.13258  -0.02545  -0.0019
H  2.64009  0.86076  1.07819  0.1348

Summary:
- HOMO level: -7.75 eV
- LUMO energy: 0.98 eV
- SMILES: CNc1ccccc1

Q: Which of them is the least stable? A: version Q.

Version P
Entry from the OMol25 dataset: an isolated molecule of C7H9N (the ωB97M-V functional and the def2-TZVPD basis).

Last column: Löwdin charge in e.
Positions of all 17 atoms, in Å:
N  2.13075  0.02410  -0.76105  0.0606
C  -1.76586  -0.12396  0.05729  -0.2406
C  -1.33446  1.17484  -0.31749  -0.0751
C  1.10997  0.75806  0.17667  -0.3386
C  0.00476  1.45374  -0.21078  -0.1496
C  -1.05762  -1.40097  -0.08888  -0.1019
C  0.23542  -1.57784  -0.25306  -0.0603
C  1.34021  -0.73953  0.28171  -0.3006
H  1.75460  1.58636  0.88444  0.1826
H  -2.83445  -0.51649  -0.34652  0.1614
H  0.30023  2.53151  -0.00489  0.1164
H  1.99296  -0.88245  1.16918  0.1360
H  -1.87248  2.14279  -0.60557  0.1354
H  -1.80254  0.00599  1.04933  0.0863
H  -1.81531  -1.99545  -0.61802  0.1068
H  0.61096  -2.59620  -0.49738  0.1154
H  3.00286  0.15548  0.08503  0.1659

Summary:
- HOMO level: -8.54 eV
- LUMO energy: 0.62 eV
- SMILES: C1=C[C@@H]2N[C@@H]2C=CC1

Version Q
Entry from the OMol25 dataset: a structure of composition C7H9N (the ωB97M-V functional and the def2-TZVPD basis).

Last column: Löwdin charge in e.
Positions of all 17 atoms, in Å:
N  -1.12392  0.58659  0.76534  0.0519
C  1.88531  -0.51296  -0.60548  -0.0918
C  1.05107  -0.40850  0.58925  -0.3214
C  -1.37053  0.40685  -0.60371  -0.2537
C  1.33288  0.93065  -0.09948  -0.0506
C  -0.23303  1.29272  -0.13982  -0.1521
C  -1.21432  -1.08826  -0.45387  -0.1591
C  -0.38464  -0.76221  0.67391  -0.2732
H  2.99946  -0.94742  -0.35477  0.1528
H  2.23569  1.51813  0.18073  0.1261
H  -0.81442  -1.84060  -1.13931  0.1084
H  -0.58026  2.33726  -0.40400  0.1483
H  -2.24550  -1.43950  -0.22537  0.1265
H  1.74696  -0.75991  1.48981  0.1709
H  -2.32337  0.61563  -1.10625  0.1334
H  1.36920  -1.16854  -1.35754  0.0957
H  -0.92073  -1.57081  1.39457  0.1879

Summary:
- HOMO level: -8.87 eV
- LUMO energy: 0.95 eV

Q: Which of them is the least stable? A: version P.